Entry 1:
The following is a DFT calculation (ωB97M-V/def2-TZVPD) of C44H37F3N5OPbSSb as an isolated structure.

## Properties
- gap between HOMO and LUMO (eV) = 6.67
- LUMO (Eh) = -0.4280
- molar mass (g mol⁻¹) = 1069.84
- energy relative to the best compared isomer or geometry (same formula, charge and spin) (kJ/mol) = 0.00

The geometry in ORCA input format:
```
! wB97M-V def2-TZVPD RIJCOSX def2/J DEFGRID3
* xyz 4 1
Pb 0.089 0.043 3.591
C -4.101 2.049 3.861
C -4.950 1.014 4.220
C -4.460 -0.284 4.268
C -3.131 -0.517 3.954
N -2.307 0.495 3.643
C -2.780 1.747 3.597
C -2.526 -1.880 3.941
C -3.281 -3.021 4.152
C -2.651 -4.254 4.158
C -1.287 -4.323 3.927
C -0.583 -3.155 3.691
N -1.201 -1.958 3.710
C 0.883 -3.153 3.415
C 1.660 -4.300 3.458
C 3.028 -4.203 3.244
C 3.592 -2.962 2.991
C 2.754 -1.865 2.951
N 1.433 -1.958 3.148
H -4.449 3.071 3.809
H -5.985 1.211 4.469
H -5.117 -1.088 4.564
H -2.066 2.530 3.358
H -4.346 -2.964 4.313
H -3.219 -5.156 4.344
H -0.791 -5.282 3.936
H 1.226 -5.263 3.678
H 3.648 -5.089 3.294
H 4.657 -2.844 2.848
H 3.151 -0.871 2.772
C 4.356 -1.403 -3.498
C 3.493 -0.428 -2.701
C 2.935 -1.111 -1.461
N 1.987 -0.252 -0.707
C 0.688 -0.364 -0.570
S -0.114 0.772 0.568
N -0.069 -1.252 -1.181
C 0.252 -1.868 -2.539
O 0.451 -1.073 -3.404
C 0.227 -3.318 -2.598
C 0.329 -3.906 -3.864
C 0.337 -5.283 -3.978
C 0.246 -6.072 -2.837
C 0.146 -5.490 -1.575
C 0.133 -4.114 -1.451
H 4.888 -0.885 -4.292
H 3.743 -2.179 -3.958
H 5.101 -1.887 -2.865
H 2.663 -0.070 -3.313
H 4.084 0.439 -2.394
H 3.739 -1.352 -0.763
H 2.441 -2.050 -1.705
H 2.398 0.563 -0.270
H -1.046 -1.270 -0.921
H 0.395 -3.277 -4.742
H 0.408 -5.745 -4.953
H 0.250 -7.150 -2.930
H 0.074 -6.119 -0.699
H 0.059 -3.659 -0.470
F -4.026 1.905 -5.437
C -3.203 2.086 -4.426
C -2.388 3.210 -4.416
C -1.523 3.389 -3.352
C -1.500 2.447 -2.318
C -2.328 1.328 -2.341
C -3.188 1.142 -3.407
Sb -0.206 2.892 -0.761
C 1.709 3.213 -1.455
C 2.043 2.592 -2.663
C 3.268 2.861 -3.244
C 4.134 3.733 -2.597
F 5.300 3.988 -3.150
C 3.820 4.349 -1.390
C 2.597 4.081 -0.809
C -1.004 4.148 0.671
C -0.222 4.709 1.687
C -0.781 5.653 2.526
C -2.112 6.010 2.335
F -2.640 6.912 3.135
C -2.905 5.451 1.341
C -2.345 4.502 0.504
H -2.440 3.917 -5.233
H -0.878 4.261 -3.348
H -2.315 0.612 -1.531
H -3.849 0.288 -3.469
H 1.350 1.924 -3.165
H 3.559 2.424 -4.190
H 4.529 5.032 -0.940
H 2.336 4.576 0.117
H 0.812 4.423 1.833
H -0.209 6.131 3.310
H -3.930 5.778 1.228
H -2.950 4.065 -0.282
*
```


Entry 2:
The following is a DFT calculation (ωB97M-V/def2-TZVPD) of C21H39Cl18F2N2O3PS as an isolated structure.

## Properties
- gap between HOMO and LUMO (eV) = 8.11
- LUMO (Eh) = -0.0418
- molar mass (g mol⁻¹) = 1106.75

The geometry in ORCA input format:
```
! wB97M-V def2-TZVPD RIJCOSX def2/J DEFGRID3
* xyz 0 1
O -6.760 -1.735 0.049
C -5.842 -0.974 -0.609
F -6.288 -0.522 -1.979
N -4.496 -0.595 -0.028
C -4.148 -1.576 1.091
O -4.020 -2.870 0.746
F -4.010 -1.109 2.505
P -3.171 -0.695 -1.216
O -1.914 -0.900 -2.454
N -3.155 1.102 -1.491
C -1.800 1.441 -1.388
S -0.327 2.255 -1.804
H -3.975 -1.618 -1.990
H -2.235 -1.161 -0.190
H -2.379 -1.301 -3.261
Cl -0.158 1.890 -5.610
C 1.329 2.675 -6.198
C 2.568 2.172 -5.476
Cl 2.610 2.688 -3.772
H 1.209 3.757 -6.087
H 1.404 2.448 -7.267
H 3.467 2.578 -5.951
H 2.635 1.080 -5.502
Cl -1.517 3.856 0.112
C -2.323 5.248 0.877
C -3.811 5.291 0.570
Cl -4.134 5.660 -1.142
H -1.816 6.159 0.544
H -2.169 5.148 1.956
H -4.290 6.079 1.160
H -4.300 4.342 0.811
Cl -0.718 -4.988 0.083
C 0.851 -4.162 0.251
C 0.748 -2.896 1.086
Cl -0.178 -1.619 0.260
H 1.234 -3.952 -0.753
H 1.532 -4.871 0.733
H 1.747 -2.492 1.274
H 0.273 -3.089 2.053
Cl 3.568 1.510 -8.780
C 2.381 1.852 -10.064
C 1.607 0.611 -10.475
Cl 2.633 -0.573 -11.322
H 2.915 2.293 -10.911
H 1.693 2.604 -9.666
H 0.804 0.886 -11.167
H 1.155 0.113 -9.612
Cl 0.028 3.731 2.728
C 0.863 4.206 4.227
C 0.754 5.698 4.497
Cl 1.677 6.664 3.319
H 1.906 3.886 4.151
H 0.393 3.646 5.042
H 1.164 5.928 5.485
H -0.286 6.038 4.474
Cl -11.402 -1.679 3.187
C -9.915 -0.895 2.599
C -8.676 -1.398 3.322
Cl -8.634 -0.882 5.026
H -10.035 0.187 2.710
H -9.840 -1.121 1.531
H -7.777 -0.992 2.846
H -8.609 -2.490 3.296
Cl 3.322 1.964 3.520
C 4.787 2.664 2.788
C 4.563 3.088 1.346
Cl 4.322 1.694 0.264
H 5.593 1.927 2.871
H 5.058 3.534 3.393
H 5.440 3.627 0.976
H 3.694 3.747 1.250
Cl 1.322 -7.711 2.326
C 2.157 -7.235 3.826
C 2.048 -5.744 4.095
Cl 2.972 -4.778 2.918
H 3.201 -7.556 3.750
H 1.687 -7.796 4.641
H 2.458 -5.514 5.084
H 1.008 -5.404 4.072
Cl 8.889 -3.184 2.688
C 7.474 -4.233 2.427
C 6.429 -4.072 3.518
Cl 6.989 -4.708 5.085
H 7.826 -5.267 2.356
H 7.047 -3.952 1.459
H 5.526 -4.632 3.254
H 6.149 -3.023 3.657
*
```


Entry 3:
The following is a DFT calculation (ωB97M-V/def2-TZVPD) of a 7-piece molecular cluster, C30H73N4O16P3 overall.

## Properties
- gap between HOMO and LUMO (eV) = 8.58
- LUMO (Eh) = 0.0089
- molar mass (g mol⁻¹) = 838.85
- SMILES = CCOP(=O)(OCC)OCC.CCOP(=O)(OCC)OCC.CCOP(=O)(OCC)OCC.CN(C)C=O.CN(C)C=O.CN(C)C=O.CN(C)C=O
- energy relative to the best compared isomer or geometry (same formula, charge and spin) (kJ/mol) = 0.00

The geometry in ORCA input format:
```
! wB97M-V def2-TZVPD RIJCOSX def2/J DEFGRID3
* xyz 0 1
C -8.344 18.805 -15.640
O -8.212 19.021 -16.834
N -9.098 17.846 -15.065
C -9.195 17.703 -13.613
C -9.849 16.893 -15.834
H -7.871 19.453 -14.885
H -8.900 18.551 -12.995
H -8.474 16.933 -13.320
H -10.185 17.374 -13.305
H -10.855 17.314 -15.914
H -9.369 16.690 -16.790
H -9.946 15.901 -15.388
C -6.778 16.873 -25.205
O -5.761 16.229 -25.121
N -7.755 16.623 -26.134
C -8.939 17.437 -26.248
C -7.816 15.350 -26.827
H -7.046 17.759 -24.603
H -8.835 18.298 -25.585
H -9.885 16.934 -26.045
H -9.010 17.838 -27.264
H -6.839 14.968 -27.118
H -8.312 14.497 -26.353
H -8.400 15.513 -27.736
C -9.555 21.897 -18.363
O -10.313 22.122 -19.288
N -9.141 22.839 -17.485
C -8.040 22.505 -16.591
C -9.650 24.197 -17.510
H -9.108 20.921 -18.111
H -8.283 22.633 -15.529
H -7.179 23.148 -16.765
H -7.721 21.462 -16.596
H -8.858 24.941 -17.573
H -10.346 24.449 -18.308
H -10.300 24.358 -16.644
C -9.716 17.063 -21.398
O -10.602 16.827 -22.205
N -9.151 18.299 -21.325
C -8.344 18.698 -20.218
C -9.391 19.298 -22.367
H -9.255 16.336 -20.713
H -7.280 18.771 -20.473
H -8.360 17.979 -19.398
H -8.641 19.688 -19.870
H -10.318 19.823 -22.131
H -8.540 19.958 -22.511
H -9.594 18.724 -23.273
C -4.705 16.718 -17.287
C -6.141 16.230 -17.474
O -6.178 14.887 -17.951
P -7.617 14.228 -18.240
O -8.440 14.989 -19.198
O -8.311 14.151 -16.792
C -7.491 13.707 -15.697
C -8.361 12.812 -14.831
O -7.278 12.719 -18.621
C -8.261 11.680 -18.446
C -7.468 10.472 -17.902
H -4.817 17.763 -16.992
H -4.219 16.206 -16.455
H -4.094 16.638 -18.182
H -6.713 16.294 -16.545
H -6.590 16.956 -18.158
H -6.566 13.220 -16.007
H -7.215 14.610 -15.147
H -7.860 12.561 -13.894
H -9.276 13.354 -14.588
H -8.641 11.872 -15.305
H -9.032 12.023 -17.756
H -8.776 11.374 -19.354
H -6.631 10.796 -17.285
H -8.072 9.703 -17.428
H -6.961 10.060 -18.778
C -8.426 25.391 -22.089
C -7.651 26.282 -21.114
O -7.435 25.628 -19.875
P -6.031 24.886 -19.530
O -4.813 25.510 -20.073
O -6.063 24.765 -17.955
C -5.852 25.884 -17.115
C -6.196 25.582 -15.659
O -6.285 23.373 -20.020
C -5.375 22.330 -19.635
C -6.175 21.042 -19.641
H -8.429 25.840 -23.081
H -8.076 24.365 -22.197
H -9.426 25.312 -21.659
H -6.739 26.661 -21.585
H -8.196 27.198 -20.881
H -4.783 26.115 -17.129
H -6.375 26.777 -17.460
H -5.697 24.700 -15.257
H -5.931 26.410 -15.003
H -7.271 25.428 -15.536
H -4.467 22.336 -20.240
H -5.009 22.570 -18.630
H -5.600 20.181 -19.302
H -7.075 21.122 -19.039
H -6.414 20.839 -20.686
C -5.419 21.230 -23.986
C -4.226 20.525 -23.330
O -4.774 19.372 -22.690
P -3.813 18.621 -21.630
O -2.649 17.923 -22.173
O -3.397 19.743 -20.565
C -2.128 19.662 -19.886
C -2.373 19.851 -18.402
O -4.831 17.809 -20.707
C -5.665 16.759 -21.218
C -4.831 15.464 -21.286
H -6.142 20.504 -24.367
H -5.984 21.728 -23.195
H -5.180 21.865 -24.836
H -3.485 20.255 -24.087
H -3.690 21.234 -22.697
H -1.601 18.725 -20.078
H -1.433 20.376 -20.333
H -1.437 19.584 -17.910
H -2.618 20.896 -18.188
H -3.240 19.352 -17.977
H -6.461 16.661 -20.480
H -6.113 16.988 -22.186
H -3.959 15.685 -21.906
H -4.406 15.287 -20.297
H -5.400 14.646 -21.719
*
```


Entry 4:
The following is a DFT calculation (ωB97M-V/def2-TZVPD) of a single C7H8O molecule.

## Properties
- gap between HOMO and LUMO (eV) = 9.80
- LUMO (Eh) = 0.0364
- molar mass (g mol⁻¹) = 108.14
- SMILES = Cc1ccc(O)cc1
- energy relative to the best compared isomer or geometry (same formula, charge and spin) (kJ/mol) = 151.23

The geometry in ORCA input format:
```
! wB97M-V def2-TZVPD RIJCOSX def2/J DEFGRID3
* xyz 0 1
C 2.191 -0.404 1.044
C 0.811 -0.113 0.566
C -0.261 0.569 1.183
C -1.483 0.765 0.467
C -1.591 0.256 -0.802
O -2.816 0.504 -1.503
C -0.576 -0.384 -1.525
C 0.588 -0.723 -0.706
H 2.073 -1.161 2.003
H 2.667 0.499 1.420
H 2.875 -0.865 0.213
H -0.096 1.062 2.143
H -2.359 0.990 1.076
H -2.789 1.223 -2.077
H -0.555 -0.847 -2.517
H 1.321 -1.371 -0.985
*
```